# C5H6F2

One molecule with the formula C5H6F2 in a non-equilibrium geometry (ωB97M-V/def2-TZVPD, the OMol25 dataset).

Last column: Mulliken charge in e.
Element x y z (Å)
C 0.4106 -0.3541 0.0888  0.113
C -0.9366 -0.6465 -0.2702  0.231
C 1.8727 -0.6272 -0.0581  -0.511
C 1.3782 0.6875 0.4514  -0.391
C -2.1086 0.3668 -0.0837  -0.327
F -1.1938 -1.8440 -0.7488  -0.278
F -1.5260 1.6232 -0.2815  -0.270
H 2.2839 -1.1640 0.6941  0.246
H 2.3009 -0.8459 -1.1026  0.205
H 1.3080 1.6097 -0.2313  0.186
H 1.6903 0.8708 1.4330  0.234
H -2.8919 0.0899 -0.7841  0.310
H -2.5876 0.2337 0.8931  0.251

- lowest unoccupied orbital energy (eV) = 1.05
- SMILES string = FCC(F)=C1CC1
- max |F| (eV/A) = 6.2
- energy above the lowest of the compared OMol25 structures with the same formula, charge and spin (kcal/mol) = 42.7
- energy (eV) = -10714.0421
- orbital gap (eV) = 9.83

# C5H6F2N2

One molecule with the formula C5H6F2N2 in a non-equilibrium geometry (ωB97M-V/def2-TZVPD, the OMol25 dataset).

Last column: Mulliken charge in e.
Element x y z (Å)
C 2.3952 -0.9687 -0.2642  0.152
C -1.5138 -0.0589 -0.1982  -0.152
C -0.6857 -1.2332 -0.0805  -0.726
C -0.6494 1.1764 0.2282  -0.643
C 1.3645 -0.1147 0.3639  0.460
N 3.0123 -1.7167 -0.8573  -0.361
N 0.6790 0.8317 -0.2934  0.018
F 1.3306 0.0060 1.7037  -0.263
F 1.4456 2.1427 -0.6104  -0.321
H -1.9278 0.1515 -1.1887  0.274
H -2.3843 -0.0422 0.4579  0.284
H -1.1066 -1.9349 0.5297  0.365
H -0.1521 -1.7653 -0.9402  0.279
H -0.9954 2.1405 -0.2350  0.378
H -0.8120 1.3858 1.3845  0.257

- lowest unoccupied orbital energy (spin up / spin down) (eV) = -1.14 / -1.55
- max |F| (eV/A) = 4.4
- energy above the lowest of the compared OMol25 structures with the same formula, charge and spin (kcal/mol) = 144.9
- energy (eV) = -13691.0761
- orbital gap (spin up / spin down) (eV) = 8.33 / 7.92

# C5H6F3N3

A 2-piece molecular cluster, C5H6F3N3 overall in a non-equilibrium geometry (ωB97M-V/def2-TZVPD, the OMol25 dataset).

Last column: Mulliken charge in e.
Element x y z (Å)
C 1.2083 1.6933 -1.0748  -0.096
C 0.5988 0.3198 0.4219  0.275
C 0.7534 -2.1103 0.2884  -0.829
C 0.4646 -0.9062 1.0174  -0.155
C -2.2711 -0.1981 -0.0863  0.561
N 1.2108 0.4311 -0.8726  -0.466
N 0.4940 1.4918 1.0373  -0.621
N 0.8253 2.4307 0.0501  0.011
F -3.4667 -0.5093 0.4423  -0.225
F -2.3188 1.0610 -0.5940  -0.192
F -1.9858 -1.0944 -0.9920  -0.179
H 1.6326 2.1700 -1.9460  0.445
H 1.3418 -2.9898 0.8335  0.291
H -0.2569 -2.4800 -0.0884  0.184
H 1.1238 -1.7852 -0.7360  0.343
H 0.2702 -0.8576 2.1210  0.376
H 0.3756 3.3332 0.1780  0.276

- lowest unoccupied orbital energy (spin up / spin down) (eV) = 0.95 / -1.08
- max |F| (eV/A) = 3.0
- energy above the lowest of the compared OMol25 structures with the same formula, charge and spin (kcal/mol) = 0.0
- spin multiplicity = 3
- energy (eV) = -17900.8417
- orbital gap (spin up / spin down) (eV) = 8.47 / 9.19

# C5H6F4N2O

One molecule with the formula C5H6F4N2O in a non-equilibrium geometry (ωB97M-V/def2-TZVPD, the OMol25 dataset).

Last column: Mulliken charge in e.
Element x y z (Å)
C 1.3432 0.0489 0.3263  0.053
C 2.2133 -0.2779 1.4120  0.371
C -2.1335 -0.8457 0.9178  -0.860
C -1.4146 0.2172 -1.2092  -0.729
C 1.7952 0.8504 -0.8510  0.731
N 0.0092 -0.5651 0.6331  -0.481
N -1.0522 -0.3649 0.0492  0.556
O 2.1603 -1.1931 2.1664  -0.513
F 3.1786 0.6844 1.5614  -0.253
F 3.0168 1.2602 -0.8517  -0.258
F 1.5893 0.1709 -2.0701  -0.274
F 1.0277 1.9470 -0.9582  -0.244
H -2.9249 -1.1724 0.3327  0.320
H -1.7100 -1.4685 1.6808  0.333
H -2.5245 -0.0128 1.5189  0.338
H -2.5800 0.2025 -1.2072  0.256
H -0.8386 1.0698 -1.4022  0.361
H -1.1553 -0.5510 -2.0491  0.293

- lowest unoccupied orbital energy (eV) = -0.16
- SMILES string = CN(C)/N=C(/C(=O)F)C(F)(F)F
- max |F| (eV/A) = 8.4
- energy above the lowest of the compared OMol25 structures with the same formula, charge and spin (kcal/mol) = 65.8
- energy (eV) = -21177.2859
- orbital gap (eV) = 8.85

# C5H6HgO3

C5H6HgO3 as an isolated structure in a non-equilibrium geometry (ωB97M-V/def2-TZVPD, the OMol25 dataset).

Last column: Mulliken charge in e.
Element x y z (Å)
O -1.2291 -2.6527 1.7811  -0.325
C -0.6120 -2.2434 2.6651  0.613
O 0.0730 -1.8512 3.5191  -0.339
C -4.2007 0.8679 6.6992  -0.944
C -2.9687 1.0186 7.2856  0.015
C -1.7493 0.5070 6.7788  -0.055
C -0.5206 0.3536 7.6323  -0.232
O 0.2467 -0.7409 7.3970  -0.696
H -4.2993 0.4440 5.6963  0.241
H -5.1003 1.2826 7.1571  0.276
H -2.9170 1.5957 8.2173  0.228
H -1.8297 -0.0766 5.8501  0.111
H -0.7339 0.6281 8.6902  0.290
Hg 0.9630 -1.1779 5.5150  0.610
H -0.2893 1.3491 6.8875  0.206

- lowest unoccupied orbital energy (spin up / spin down) (eV) = 0.04 / -1.49
- max |F| (eV/A) = 4.6
- energy above the lowest of the compared OMol25 structures with the same formula, charge and spin (kcal/mol) = 0.0
- spin multiplicity = 3
- energy (eV) = -15594.3534
- orbital gap (spin up / spin down) (eV) = 6.56 / 6.95

# C5H6IN5

One molecule with the formula C5H6IN5 (ωB97M-V/def2-TZVPD, the OMol25 dataset).

Last column: Mulliken charge in e.
Element x y z (Å)
C -2.3340 0.8807 -0.1142  -0.226
C 0.2661 0.3590 -0.3328  -0.221
C -0.5552 -0.3428 0.5328  0.779
C -0.3480 1.3782 -1.0719  0.448
C 1.8548 -1.9741 0.3299  -0.435
N -1.8683 -0.0911 0.6419  -0.651
N -1.6582 1.6411 -0.9478  -0.650
N -0.1140 -1.2985 1.4207  -0.276
N 1.1129 -1.9362 1.3887  0.038
N 0.3255 2.1299 -1.9692  -0.402
I 3.7245 -2.8965 0.7184  -0.032
H -3.3946 1.0834 -0.0318  0.389
H 1.3111 0.1255 -0.4361  0.186
H -0.8589 -1.7906 1.8990  0.317
H 1.3552 -2.2932 2.3196  0.255
H 1.3283 2.0905 -2.0111  0.217
H -0.1472 2.9347 -2.3360  0.261

- lowest unoccupied orbital energy (eV) = 0.34
- max |F| (eV/A) = 0.8
- energy (eV) = -20831.3693
- orbital gap (eV) = 8.98

# C5H6INO

One molecule with the formula C5H6INO in a non-equilibrium geometry (ωB97M-V/def2-TZVPD, the OMol25 dataset).

Last column: Mulliken charge in e.
Element x y z (Å)
C -0.9787 -0.5699 -0.8276  -0.203
C 0.3482 -0.4666 -1.2140  -0.103
C -1.4926 -0.2429 0.3934  -0.295
C 1.3044 -0.3464 -0.3296  -0.901
C -0.4030 1.6550 1.2946  0.547
N -0.8573 0.4743 1.4028  -0.648
O 0.4360 2.1708 2.2160  -0.469
I -0.5929 3.1777 -0.2158  0.054
H -1.4668 -1.4421 -1.3651  0.244
H 0.5866 -0.4832 -2.2631  0.359
H -2.4814 -0.5069 0.6128  0.401
H 0.9361 -0.5214 0.6856  0.326
H 2.2923 -0.0600 -0.5642  0.314
H 0.3636 1.5207 3.0180  0.373

- lowest unoccupied orbital energy (eV) = 0.16
- SMILES string = C=C/C=C\N=C(\O)I
- max |F| (eV/A) = 4.6
- energy above the lowest of the compared OMol25 structures with the same formula, charge and spin (kcal/mol) = 51.1
- energy (eV) = -16917.9550
- orbital gap (eV) = 8.54

# C5H6IrO5

C5H6IrO5 as an isolated structure in a non-equilibrium geometry (ωB97M-V/def2-TZVPD, the OMol25 dataset).

Last column: Mulliken charge in e.
Element x y z (Å)
H 2.9515 -3.1156 -0.0053  0.292
O 0.0192 -2.2129 -0.0892  -0.457
C 2.3823 -2.4855 0.6785  -0.550
C 0.9622 -2.5351 0.5549  0.619
H 2.8284 -2.2071 1.6336  0.299
H 0.1625 2.1438 -3.2018  0.383
C -0.2566 1.6337 -2.3127  -0.313
C 0.7804 1.7664 -1.1900  -0.324
O 0.4358 0.8275 -0.1705  -0.330
C -0.5281 0.9688 0.8450  0.659
O -0.1588 1.0431 2.1284  -0.506
O -1.5900 0.3479 0.5033  -0.520
Ir -0.7246 -0.6586 -0.9966  1.315
O -0.5604 0.3022 -2.5750  -0.487
H -1.1529 2.2220 -2.0209  0.316
H 0.8361 2.7738 -0.7565  0.355
H 1.7591 1.4145 -1.5422  0.250

- lowest unoccupied orbital energy (spin up / spin down) (eV) = -5.06 / -7.28
- max |F| (eV/A) = 10.4
- spin multiplicity = 5
- energy (eV) = -18342.3410
- total charge = +1
- orbital gap (spin up / spin down) (eV) = 8.74 / 7.15

# C5H6LiO4Pr

C5H6LiO4Pr as an isolated structure in a non-equilibrium geometry (ωB97M-V/def2-TZVPD, the OMol25 dataset).

Last column: Mulliken charge in e.
Element x y z (Å)
O 3.5113 0.6327 0.4821  -0.645
C 2.3683 0.7178 0.8625  0.798
O 1.7945 0.6834 1.9409  -0.617
O 1.4283 0.7894 -0.3234  -0.225
C 0.1849 0.7489 -0.1329  0.117
C -0.7773 0.4079 -1.1636  -0.584
Li 5.2537 0.4087 1.0772  0.949
H -0.1762 0.8972 0.8965  0.424
H -0.3305 0.4791 -2.1611  0.348
H -1.5115 1.2374 -1.0973  0.413
Pr 2.0773 -0.1953 4.5573  1.897
C -1.4852 -1.0054 -0.9368  -0.427
C -2.9796 -0.9700 -0.7938  -0.116
O -3.5397 -1.3372 0.2148  -0.403
H -1.0629 -1.5900 -0.1112  0.351
H -3.5033 -0.2799 -1.4928  0.368
H -1.2524 -1.6245 -1.8184  0.352

- lowest unoccupied orbital energy (spin up / spin down) (eV) = -12.52 / -12.46
- max |F| (eV/A) = 3.0
- energy above the lowest of the compared OMol25 structures with the same formula, charge and spin (kcal/mol) = 4.5
- spin multiplicity = 4
- energy (eV) = -27715.3830
- total charge = +3
- orbital gap (spin up / spin down) (eV) = 5.03 / 5.09

# C5H6LiO4Sn

C5H6LiO4Sn as an isolated structure in a non-equilibrium geometry (ωB97M-V/def2-TZVPD, the OMol25 dataset).

Last column: Mulliken charge in e.
Element x y z (Å)
O 1.9021 2.5753 -0.6373  -0.675
C 1.2355 2.0450 0.3024  1.152
O 0.9475 2.6170 1.3484  -0.708
O 0.7194 0.8121 -0.0045  -0.257
C -0.0565 0.1915 0.9362  -0.126
C -0.2866 -1.2485 0.6470  -0.977
Li 2.0161 4.1989 0.7114  0.908
H -0.9223 0.8027 1.2205  0.418
H 0.5787 -0.5403 1.7835  0.278
H -0.9682 -1.6572 1.4032  0.509
H 0.6242 -1.7643 0.3250  0.438
Sn 2.3831 2.0191 -2.3883  0.435
C -1.3433 -1.4673 -0.8783  -0.616
C -1.7794 -2.7728 -1.0669  0.524
O -2.1242 -3.8449 -1.1812  -0.050
H -0.7098 -1.1630 -1.7236  0.354
H -2.2164 -0.8033 -0.7976  0.392

- lowest unoccupied orbital energy (spin up / spin down) (eV) = -7.65 / -7.52
- max |F| (eV/A) = 5.1
- energy above the lowest of the compared OMol25 structures with the same formula, charge and spin (kcal/mol) = 0.0
- spin multiplicity = 2
- energy (eV) = -19489.9353
- total charge = +2
- orbital gap (spin up / spin down) (eV) = 5.80 / 10.28